1.
The following is a DFT calculation (the ωB97M-V functional and the def2-TZVPD basis) of a single C2H6N6 molecule.

Summary:
- structure (SMILES) = [H]/N=c1/nn[nH]n1NC
- orbital gap (Ha) = 0.3405
- HOMO (hartree) = -0.3355
- spin multiplicity = 1
- net charge = 0
- E_LUMO (eV) = 0.14

Cartesian coordinates (Å):
1 H 0.8300 1.7054 -0.1331
2 N -0.2661 2.1111 -0.2072
3 C -0.9273 0.9885 -0.1546
4 N -2.3418 0.6817 0.2814
5 N -2.5751 -0.4730 0.1061
6 N -1.3216 -1.1845 -0.1811
7 N -0.3972 -0.1770 -0.7282
8 N 0.9522 -0.3150 -0.7597
9 C 1.5834 -0.3734 0.6308
10 H -1.7830 -1.8761 -0.7592
11 H 1.3362 0.3700 -1.4982
12 H 1.2838 0.5447 1.5484
13 H 1.0145 -1.1312 1.1784
14 H 2.6121 -0.8711 0.6762

Just the Mulliken charges please, in e? Sure, here they are: 0.3192, -0.7017, 0.4958, -0.1881, -0.2255, -0.1826, 0.3512, -0.6056, -0.7975, 0.2978, 0.3292, 0.2657, 0.3103, 0.3318

---

2.
The following is a DFT calculation (the ωB97M-V functional and the def2-TZVPD basis) of a single C2H6N6 molecule.

Summary:
- structure (SMILES) = NNC1=NN=CNN1
- orbital gap (Ha) = 0.3271
- HOMO (hartree) = -0.3030
- spin multiplicity = 1
- net charge = 0
- E_LUMO (eV) = 0.66

Cartesian coordinates (Å):
1 N 2.8304 0.4798 0.1187
2 N 1.6450 -0.5368 -0.1535
3 C 0.4568 -0.0255 -0.2302
4 N -0.1149 1.1708 -0.4416
5 N -1.4676 1.3427 0.0220
6 C -2.3585 0.4242 0.1323
7 N -1.6804 -0.8730 -0.1399
8 N -0.3938 -1.0660 0.0773
9 H 2.4676 0.8380 1.2692
10 H 2.5715 1.2779 -0.5509
11 H 1.7889 -1.3160 -0.7472
12 H -3.3926 0.4930 0.5592
13 H -2.2109 -1.0847 -1.0454
14 H -0.1416 -1.1244 1.1301

Just the Mulliken charges please, in e? Sure, here they are: -0.5864, -0.2001, 0.4837, -0.4669, -0.3928, 0.0233, -0.4037, -0.2112, 0.3165, 0.3230, 0.2434, 0.3549, 0.2693, 0.2469

---

3.
The following is a DFT calculation (the ωB97M-V functional and the def2-TZVPD basis) of a single C2H6N6 molecule.

Summary:
- structure (SMILES) = CNn1nnnc1N
- orbital gap (Ha) = 0.3606
- HOMO (hartree) = -0.3417
- spin multiplicity = 1
- net charge = 0
- E_LUMO (eV) = 0.51

Cartesian coordinates (Å):
1 C 1.2156 1.3272 0.3104
2 N -0.4284 1.4247 0.2740
3 N -0.8496 0.4456 -0.3882
4 N -1.7961 0.4016 -1.4462
5 N -1.7388 -0.8092 -1.9242
6 N -1.1585 -1.6178 -1.0989
7 C -0.5403 -0.8594 -0.2865
8 N 0.2930 -1.5878 0.7783
9 H 1.4917 0.1269 0.3578
10 H 1.8777 2.0457 1.0117
11 H 1.6206 1.5641 -0.5608
12 H -0.9646 1.5165 1.3017
13 H -0.3199 -2.5112 0.6707
14 H 1.2977 -1.4668 1.0001

Just the Mulliken charges please, in e? Sure, here they are: -0.4863, -0.8919, 0.8414, -0.2589, -0.3103, -0.2902, 0.4521, -0.5129, -0.0075, 0.2971, 0.3427, 0.2873, 0.3092, 0.2283

---

Quick one: least stable of them? 2

---

1.
The following is a DFT calculation (the ωB97M-V functional and the def2-TZVPD basis) of 2 unconnected molecules or ions with the total composition C3H10N4.

Summary:
- orbital gap (spin up / spin down) (Ha) = 0.2432 / 0.3335
- HOMO (spin up / spin down) (hartree) = -0.2377 / -0.2935
- spin multiplicity = 1
- net charge = 0
- E_LUMO (spin up / spin down) (eV) = 0.15 / 1.09

Cartesian coordinates (Å):
1 C 1.3098 1.6466 0.7087
2 C 1.0363 -0.4739 -0.4644
3 C -1.6255 0.1784 -0.7513
4 N -1.8094 -1.7402 1.1406
5 N -0.7104 -1.5062 1.4552
6 N 0.5746 0.7128 0.0150
7 N -0.7475 0.9633 0.0659
8 H 1.1893 1.7056 1.8525
9 H 2.3553 1.5505 0.5622
10 H 1.0060 2.7029 0.3619
11 H 0.3181 -1.2155 0.1229
12 H 0.9655 -0.7071 -1.5415
13 H 2.0936 -0.7142 -0.2447
14 H -2.1606 -0.5507 -0.1884
15 H -2.3731 0.9484 -0.9753
16 H -1.1706 -0.3863 -1.5024
17 H -2.5184 -2.3016 1.7360

Just the Mulliken charges please, in e? Sure, here they are: -0.7662, -0.7037, -0.8895, 0.0412, -0.4577, 0.6445, -0.8291, 0.2666, 0.3141, 0.2469, 0.2867, 0.2608, 0.2999, 0.4207, 0.3238, 0.3331, 0.2080

---

2.
The following is a DFT calculation (the ωB97M-V functional and the def2-TZVPD basis) of a single C3H10N4 molecule.

Summary:
- orbital gap (spin up / spin down) (Ha) = 0.2880 / 0.2881
- HOMO (spin up / spin down) (hartree) = -0.2695 / -0.2691
- spin multiplicity = 1
- net charge = 0
- E_LUMO (spin up / spin down) (eV) = 0.50 / 0.52

Cartesian coordinates (Å):
1 C -1.1545 -1.3285 -0.0663
2 C -1.4677 1.0816 -0.4895
3 C -0.5112 0.0400 0.1820
4 N 3.0486 -0.2531 0.3287
5 N 4.1902 -0.2811 -0.4200
6 N 1.7330 0.0151 0.4213
7 N 0.7612 0.0474 -0.5163
8 H -2.0725 -1.4935 0.3967
9 H -1.2990 -1.2866 -1.2132
10 H -0.4612 -2.0066 0.2939
11 H -1.3261 0.9038 -1.5394
12 H -1.2464 2.1409 -0.0963
13 H -2.4149 0.7299 0.0190
14 H -0.3503 0.3382 1.1584
15 H 3.4544 -0.1436 1.3695
16 H 3.9114 -0.1573 -1.3357
17 H 1.4314 0.0231 1.4342

Just the Mulliken charges please, in e? Sure, here they are: -1.2516, -1.1165, 0.0664, -0.0713, -0.7018, 0.5297, -0.6660, 0.3990, 0.2759, 0.3675, 0.3925, 0.2847, 0.2677, 0.5050, 0.2753, 0.1909, 0.2526

---

Quick one: least stable of them? 2

---

1.
The following is a DFT calculation (the ωB97M-V functional and the def2-TZVPD basis) of a single C3H10N4 molecule.

Summary:
- structure (SMILES) = C/N=N\[C@H](N)CN
- orbital gap (Ha) = 0.3383
- HOMO (hartree) = -0.3102
- spin multiplicity = 1
- net charge = 0
- E_LUMO (eV) = 0.76

Cartesian coordinates (Å):
1 C -1.0527 -0.7997 -1.5338
2 N -1.5868 0.1672 -0.5769
3 N -0.9048 1.1062 -0.0908
4 C 0.4572 1.1257 0.1551
5 N 1.4224 0.5426 -0.7300
6 C 0.3709 0.1488 1.7556
7 N -0.3531 -1.0280 1.6151
8 H -1.1120 -0.3689 -2.5371
9 H -1.7302 -1.6546 -1.5062
10 H -0.0344 -1.1502 -1.3433
11 H 0.7366 2.1290 0.4967
12 H 2.3537 0.8833 -0.5465
13 H 1.2069 0.6289 -1.7146
14 H -0.1230 0.8561 2.4155
15 H 1.4228 -0.0084 1.9845
16 H 0.1713 -1.7214 1.0899
17 H -1.2448 -0.8566 1.0668

Just the Mulliken charges please, in e? Sure, here they are: -0.8120, -0.3967, -0.2232, -0.0043, -0.5545, -0.6284, -0.5909, 0.3458, 0.3025, 0.3256, 0.4190, 0.2245, 0.1988, 0.3313, 0.3846, 0.2846, 0.3933

---

2.
The following is a DFT calculation (the ωB97M-V functional and the def2-TZVPD basis) of 2 unconnected molecules or ions with the total composition C3H10N4.

Summary:
- structure (SMILES) = [H]/N=N\[H].C=CN(C)N
- orbital gap (Ha) = 0.2989
- HOMO (hartree) = -0.2827
- spin multiplicity = 1
- net charge = 0
- E_LUMO (eV) = 0.44

Cartesian coordinates (Å):
1 H 2.4431 0.6035 -1.0028
2 N 1.6978 -0.1098 -1.0810
3 N 1.9667 -1.3535 -0.9237
4 H 2.8633 -1.5424 -0.4364
5 C -1.2004 -1.7271 0.2456
6 C -1.0583 -0.5626 -0.4013
7 N -0.2845 0.5679 0.0374
8 C -0.9017 1.8861 -0.0328
9 N 0.4736 0.4545 1.2301
10 H -0.4027 -2.1247 0.8530
11 H -1.9556 -2.4198 -0.0832
12 H -1.8153 -0.2585 -1.1116
13 H -1.6541 2.0174 0.7510
14 H -1.3731 2.0202 -1.0032
15 H -0.1244 2.6321 0.1212
16 H 1.3464 0.0193 0.9108
17 H -0.0207 -0.1024 1.9269

Just the Mulliken charges please, in e? Sure, here they are: 0.1933, -0.1483, -0.2997, 0.2043, -0.8429, -0.0255, 0.3561, -0.9445, -0.7183, 0.2559, 0.2657, 0.2996, 0.2871, 0.3150, 0.2991, 0.2364, 0.2666

---

Quick one: least stable of them? 2

---

1.
The following is a DFT calculation (the ωB97M-V functional and the def2-TZVPD basis) of a molecular structure, C5H11NO4.

Summary:
- orbital gap (Ha) = 0.3194
- HOMO (hartree) = -0.3066
- spin multiplicity = 1
- net charge = 0
- E_LUMO (eV) = 0.35

Cartesian coordinates (Å):
1 C -1.6520 -0.2150 0.5192
2 C -0.7389 1.0762 -1.3171
3 C 0.9732 0.6136 0.7631
4 C 1.7521 -0.6601 1.0577
5 N -1.6770 0.9118 -0.2261
6 C 0.6957 0.5602 -1.0501
7 O -1.4297 -1.3869 0.0975
8 O -2.2154 -0.0515 1.7260
9 O 0.3600 -1.2523 -1.5974
10 O 1.6365 1.0026 -1.6682
11 H -0.5185 -1.5447 -0.8052
12 H -2.3926 -0.9225 2.1112
13 H 1.1093 -1.7981 -1.8670
14 H -1.8765 1.7412 0.3135
15 H -0.6981 2.1148 -1.6370
16 H -1.0898 0.4567 -2.1506
17 H 1.6358 1.4816 0.7581
18 H 0.2784 0.8290 1.5784
19 H 2.2575 -0.6098 2.0247
20 H 2.5068 -0.8258 0.2889
21 H 1.0833 -1.5210 1.0804

Just the Mulliken charges please, in e? Sure, here they are: 0.5173, -0.9096, -0.5486, -1.0347, -0.0610, 0.6499, -0.6225, -0.4686, -0.6349, -0.6451, 0.4387, 0.3729, 0.2492, 0.3040, 0.4250, 0.3029, 0.4604, 0.3636, 0.3837, 0.2402, 0.2170

---

2.
The following is a DFT calculation (the ωB97M-V functional and the def2-TZVPD basis) of 2 unconnected molecules or ions with the total composition C5H11NO4.

Summary:
- orbital gap (Ha) = 0.2403
- HOMO (hartree) = -0.2697
- spin multiplicity = 1
- net charge = 0
- E_LUMO (eV) = -0.80

Cartesian coordinates (Å):
1 C -1.3790 0.5819 -2.7209
2 N -0.2277 0.6626 -1.7610
3 C -0.5892 1.0363 -0.3626
4 C -0.5654 -0.2068 0.5289
5 C -1.0991 -1.5377 -0.2124
6 O -1.7211 -0.6712 0.9643
7 H -2.3184 0.6741 -2.1974
8 H -1.2669 1.3246 -3.4998
9 H -1.3747 -0.3975 -3.1836
10 H 0.3810 1.4033 -2.1107
11 H 0.3324 -0.1891 -1.7777
12 H -1.5977 1.4246 -0.2948
13 H 0.1306 1.7350 0.0546
14 H 0.2967 -0.3179 1.1670
15 H -0.1753 -2.0411 0.1859
16 H -1.7095 -2.4040 0.0432
17 C 2.9010 -0.0164 2.8122
18 O 2.2479 -0.3534 1.7734
19 O 2.2790 -0.4245 4.0180
20 O 3.9523 0.5902 2.9098
21 H 1.5030 -0.8730 3.6636

Just the Mulliken charges please, in e? Sure, here they are: -0.8353, -0.0928, -0.9182, 0.8887, -1.0078, -0.4660, 0.2668, 0.3679, 0.3370, 0.4242, 0.3711, 0.3534, 0.3646, 0.2328, 0.3141, 0.3823, 0.6481, -0.7914, -0.4962, -0.6454, 0.3021

---

3.
The following is a DFT calculation (the ωB97M-V functional and the def2-TZVPD basis) of a single C5H11NO4 molecule.

Summary:
- structure (SMILES) = CC(C)(O)[C@@](C)(O)[N+](=O)[O-]
- orbital gap (Ha) = 0.3887
- HOMO (hartree) = -0.3742
- spin multiplicity = 1
- net charge = 0
- E_LUMO (eV) = 0.40

Cartesian coordinates (Å):
1 C 0.2908 -1.1318 1.4339
2 C -0.3792 -0.0305 0.6030
3 C -1.7925 -0.5131 0.4822
4 O -0.2040 1.2086 1.2832
5 C 0.3341 0.2377 -0.8104
6 C 1.8512 0.5524 -0.6455
7 O 0.3354 -0.8215 -1.7112
8 N -0.5060 1.3197 -1.4027
9 O -0.4318 2.5092 -1.0575
10 O -1.2321 0.8751 -2.2354
11 H 1.3000 -0.8801 1.5367
12 H 0.1533 -2.1877 1.0188
13 H -0.1478 -1.0438 2.3741
14 H -2.3230 0.1573 -0.2205
15 H -2.1379 -0.6346 1.5500
16 H -1.8013 -1.5123 -0.0290
17 H 0.7731 1.2692 1.5279
18 H 2.1198 1.6731 -0.6225
19 H 2.3801 0.0277 -1.4981
20 H 2.0152 0.0292 0.3049
21 H -0.5977 -1.1036 -1.8819

Just the Mulliken charges please, in e? Sure, here they are: -1.5428, 0.6674, -1.5333, -0.5535, 0.8214, -1.2772, -0.5696, 1.0702, -0.5912, -0.6080, 0.4554, 0.2281, 0.5491, 0.3615, 0.4154, 0.3324, 0.4238, 0.2728, 0.3598, 0.3162, 0.4021

---

Quick one: least stable of them? 2

---

1.
The following is a DFT calculation (the ωB97M-V functional and the def2-TZVPD basis) of 2 unconnected molecules or ions with the total composition C4H7NO3.

Summary:
- structure (SMILES) = C=C[N+](=O)[O-].C=CO
- orbital gap (Ha) = 0.2972
- HOMO (hartree) = -0.3315
- spin multiplicity = 1
- net charge = 0
- E_LUMO (eV) = -0.93

Cartesian coordinates (Å):
1 C -2.0128 -1.5668 0.4945
2 C -1.4364 -0.4013 0.6029
3 N -1.8881 0.8272 0.0191
4 O -1.0989 1.7184 0.0779
5 O -2.9139 0.7391 -0.6835
6 H -3.0686 -1.5738 0.0848
7 H -1.4302 -2.4012 0.6839
8 H -0.3235 -0.2659 0.9884
9 C 2.1547 0.1529 -1.1199
10 C 2.4289 0.3869 0.1752
11 O 1.5324 1.0459 0.9319
12 H 1.1788 0.4901 -1.5744
13 H 2.8569 -0.3952 -1.7734
14 H 3.2288 -0.1051 0.7290
15 H 0.7919 1.3487 0.3634

Just the Mulliken charges please, in e? Sure, here they are: -0.7249, 0.0017, 0.9685, -0.6141, -0.5382, 0.2572, 0.3146, 0.3647, -0.6786, 0.0975, -0.4779, 0.1826, 0.2339, 0.3589, 0.2540

---

2.
The following is a DFT calculation (the ωB97M-V functional and the def2-TZVPD basis) of a molecular structure, C4H7NO3.

Summary:
- orbital gap (Ha) = 0.3502
- HOMO (hartree) = -0.3424
- spin multiplicity = 1
- net charge = 0
- E_LUMO (eV) = 0.21

Cartesian coordinates (Å):
1 C 0.7198 -0.2116 -1.7407
2 C 0.6593 0.1246 -0.1170
3 C 1.0318 -0.7489 0.8913
4 C -0.6755 0.1417 0.3452
5 H -0.9423 0.8180 -1.6393
6 H 0.4716 -1.2175 -2.1616
7 H 1.7198 -0.0744 -2.0857
8 H 1.2644 1.0404 -0.1195
9 H 2.1321 -0.7234 1.2206
10 H 0.9131 -1.9426 0.9674
11 H -1.4835 -0.0720 2.2949
12 N -0.7078 0.3063 1.8140
13 O -0.1119 0.6829 -2.5106
14 O 0.4096 -0.1832 2.1696
15 O -1.4893 0.0243 -0.5900

Just the Mulliken charges please, in e? Sure, here they are: -0.6025, 0.3532, -0.7361, 0.5450, 0.4125, 0.2882, 0.3913, 0.1965, 0.2586, 0.2601, 0.2811, -0.0719, -0.6345, -0.3078, -0.6336

---

Quick one: least stable of them? 2

---

1.
The following is a DFT calculation (the ωB97M-V functional and the def2-TZVPD basis) of a molecular structure, C4H7NO3.

Summary:
- orbital gap (Ha) = 0.3796
- HOMO (hartree) = -0.3612
- spin multiplicity = 1
- net charge = 0
- E_LUMO (eV) = 0.50

Cartesian coordinates (Å):
1 C -0.9839 0.1328 0.2881
2 C -0.4082 -1.3975 0.1351
3 C 1.4533 -0.0222 0.1335
4 C 0.1794 0.8044 -0.1396
5 H -2.4418 1.2840 -0.4539
6 H -1.1353 0.1375 1.4260
7 H -0.7359 -1.6222 -1.0110
8 H -0.9113 -1.8939 0.9982
9 H 1.8006 -2.0868 0.0312
10 H 0.0791 0.8003 -1.1909
11 H 1.2730 2.4173 -0.2242
12 N 1.0664 -1.3305 0.1527
13 O -2.1104 0.2457 -0.3209
14 O 2.6045 0.4375 -0.2413
15 O 0.2705 2.0937 0.4167

Just the Mulliken charges please, in e? Sure, here they are: -0.0208, -0.5909, 0.1411, 0.2550, 0.3919, 0.2470, 0.2964, 0.3275, 0.2871, 0.2197, 0.4248, -0.1142, -0.5560, -0.6767, -0.6319

---

2.
The following is a DFT calculation (the ωB97M-V functional and the def2-TZVPD basis) of 2 unconnected molecules or ions with the total composition C4H7NO3.

Summary:
- structure (SMILES) = CC(=O)NO.C=C=O
- orbital gap (Ha) = 0.3388
- HOMO (hartree) = -0.3484
- spin multiplicity = 1
- net charge = 0
- E_LUMO (eV) = -0.26

Cartesian coordinates (Å):
1 C 2.1326 0.7042 0.1032
2 C 1.3173 -0.5489 0.2551
3 O 1.2999 -1.2689 1.2326
4 N 0.4341 -0.7869 -0.8003
5 O -0.4225 -1.8260 -0.7004
6 H 1.4955 1.5863 0.0687
7 H 2.8220 0.8221 0.9363
8 H 2.6949 0.6814 -0.8289
9 H -0.0270 0.0226 -1.2869
10 H -0.8515 -1.6641 0.4124
11 C -2.2523 -0.0640 0.4312
12 C -1.6657 0.9327 -0.2687
13 O -1.2601 1.9942 -0.5331
14 H -2.7170 -0.8406 -0.1609
15 H -3.0003 0.2559 1.1398

Just the Mulliken charges please, in e? Sure, here they are: -1.0014, 0.7535, -0.5966, -0.1842, -0.4673, 0.2311, 0.2990, 0.3329, 0.2715, 0.4232, -1.3868, 0.9373, -0.3388, 0.4033, 0.3235

---

Quick one: least stable of them? 2